Record 1
C17H18N4O4ReS2 | the ωB97M-V functional and the def2-TZVPD basis

Each line ends with the Löwdin spin population.
Element x y z (Å)
Re 0.746 0.058 -1.065  0.946
C -1.970 -2.000 0.741  -0.004
C -2.120 -0.709 -0.063  -0.007
C -3.037 -0.909 -1.269  -0.003
C -2.618 0.432 0.825  -0.003
N -0.810 -0.365 -0.556  -0.083
H -2.955 -2.348 1.056  -0.001
H -1.356 -1.834 1.627  0.000
H -1.500 -2.777 0.138  0.000
H -4.042 -1.155 -0.924  0.000
H -2.675 -1.721 -1.900  0.000
H -3.087 -0.002 -1.873  0.000
H -3.623 0.202 1.183  0.000
H -2.651 1.368 0.267  0.000
H -1.959 0.568 1.683  0.000
O 2.448 -1.097 2.500  0.011
C 1.794 -0.328 1.840  0.009
O 1.790 -0.383 0.513  0.067
C 0.905 0.691 2.493  0.002
C 0.595 1.912 1.913  -0.001
C -0.215 2.849 2.561  0.000
C -0.702 2.495 3.792  0.000
O -1.524 3.210 4.615  0.000
C -1.671 2.432 5.804  0.000
O -1.002 1.190 5.604  0.000
C -0.387 1.281 4.383  0.000
C 0.423 0.363 3.773  0.000
H 1.008 2.163 0.946  0.000
H -0.448 3.805 2.113  0.000
H -2.732 2.249 5.983  0.000
H -1.213 2.963 6.642  0.000
H 0.694 -0.576 4.233  0.000
S 2.719 1.510 -1.677  0.005
C 3.659 0.138 -1.958  0.002
N 4.298 -0.800 -2.192  0.001
S 0.011 0.389 -3.401  0.034
C 1.112 -0.526 -4.335  0.012
N 1.817 -1.537 -3.758  0.005
C 2.781 -2.214 -4.400  0.000
C 2.985 -1.963 -5.726  0.005
C 2.174 -0.977 -6.298  0.000
N 1.278 -0.272 -5.635  0.004
H 1.691 -1.641 -2.747  -0.003
H 3.349 -2.920 -3.814  0.000
H 3.747 -2.480 -6.286  0.000
H 2.274 -0.734 -7.350  0.000

Results
Multiplicity: 2
Highest occupied orbital energy (spin up / spin down), eV: -8.206 / -8.031
⟨S²⟩: 0.765
LUMO energy (spin up / spin down), eV: -0.881 / -0.905
Energy relative to the best compared isomer or geometry (same formula, charge and spin), kJ/mol: 36.6
Maximum force, Eh/bohr: 0.009



Record 2
C90H80N16O26 | the ωB97M-V functional and the def2-TZVPD basis

Each line ends with the Mulliken charge.
Element x y z (Å)
N 2.824 3.094 5.155  0.528
C 3.275 4.391 5.245  -0.703
C 2.217 5.200 4.797  -0.956
C 1.150 4.379 4.322  -0.465
C 1.560 3.048 4.625  -0.370
H 3.356 2.252 5.322  0.180
H 4.254 4.679 5.599  0.395
H 2.291 6.276 4.757  0.408
H 0.230 4.772 3.915  0.634
H 1.174 2.081 4.339  0.203
N 6.383 2.972 7.183  0.107
C 5.806 1.767 6.957  -0.820
C 5.940 1.501 5.554  0.021
C 6.712 2.569 5.025  -0.715
C 7.000 3.444 6.030  -0.950
H 6.299 3.457 8.065  0.210
H 5.469 1.169 7.790  0.444
H 5.704 0.566 5.068  0.792
H 6.949 2.576 3.971  0.546
H 7.470 4.410 6.138  0.407
N -5.727 -2.174 -1.380  0.206
C -4.608 -1.523 -1.668  -1.696
C -3.490 -2.409 -1.444  1.613
C -3.993 -3.502 -0.708  -1.107
C -5.442 -3.350 -0.695  -1.406
H -6.634 -1.852 -1.685  0.248
H -4.641 -0.609 -2.242  0.731
H -2.489 -2.289 -1.831  0.326
H -3.436 -4.305 -0.248  0.864
H -6.183 -4.087 -0.426  0.436
C -2.975 -6.134 -5.268  -0.735
C -3.987 -6.927 -5.800  -0.706
C -5.258 -6.366 -5.972  -0.336
C -5.531 -5.041 -5.616  -0.082
C -4.504 -4.301 -4.841  -0.258
C -3.223 -4.882 -4.667  0.066
N -6.894 -4.496 -5.780  0.924
O -7.594 -4.831 -6.708  -0.566
O -7.252 -3.614 -4.949  -0.558
H -2.014 -6.624 -5.231  0.384
H -3.877 -7.936 -6.170  0.403
H -6.065 -7.012 -6.285  0.397
H -4.769 -3.294 -4.553  0.474
H -2.511 -4.314 -4.086  0.557
C 0.295 -0.611 2.587  0.501
C 1.280 0.165 1.987  -1.008
C 1.017 0.597 0.703  -0.350
C -0.123 0.247 -0.039  0.204
C -1.073 -0.577 0.598  0.466
C -0.840 -1.025 1.886  0.051
N -0.311 0.640 -1.468  0.767
O -1.127 -0.015 -2.068  -0.114
O 0.314 1.499 -1.994  -0.252
H 0.429 -0.736 3.651  -0.556
H 2.107 0.422 2.632  0.495
H 1.644 1.357 0.261  0.613
H -1.976 -0.954 0.140  -0.343
H -1.566 -1.587 2.454  -0.488
C 4.599 4.811 1.009  -0.520
C 4.542 3.777 2.006  -0.334
C 4.927 2.524 1.718  -0.864
C 5.508 2.242 0.443  0.096
C 5.640 3.288 -0.534  -0.341
C 5.193 4.602 -0.212  -0.617
N 5.955 0.874 0.070  1.159
O 6.444 0.232 1.009  -0.625
O 6.050 0.577 -1.101  -0.601
H 4.244 5.799 1.263  0.480
H 4.149 3.945 2.997  0.454
H 4.763 1.656 2.339  0.842
H 6.072 3.199 -1.520  0.463
H 5.284 5.441 -0.886  0.422
C 4.395 3.666 -5.422  -0.719
C 3.948 3.961 -4.106  -0.788
C 3.575 2.938 -3.278  0.443
C 3.597 1.615 -3.692  -0.245
C 4.047 1.335 -5.054  -0.694
C 4.496 2.367 -5.846  -0.574
N 3.357 0.517 -2.720  0.852
O 3.243 0.801 -1.576  -0.146
O 3.132 -0.642 -3.105  -0.642
H 4.676 4.450 -6.109  0.415
H 4.024 4.974 -3.740  0.483
H 3.267 3.195 -2.275  0.612
H 4.102 0.308 -5.382  0.535
H 4.685 2.116 -6.880  0.404
C -3.681 -3.656 3.018  -0.345
C -3.539 -2.449 3.737  -0.425
C -2.772 -2.362 4.873  -0.036
C -2.031 -3.524 5.257  -0.151
C -2.025 -4.689 4.446  -0.505
C -2.912 -4.785 3.378  -0.708
N -1.247 -3.429 6.488  1.139
O -1.337 -2.401 7.163  -0.661
O -0.642 -4.375 6.885  -0.601
H -4.262 -3.722 2.110  0.436
H -4.127 -1.587 3.459  0.269
H -2.818 -1.478 5.491  0.631
H -1.457 -5.584 4.653  0.454
H -3.037 -5.715 2.843  0.489
C -4.527 1.114 -5.451  -0.573
C -5.548 1.685 -6.203  -0.909
C -6.389 2.627 -5.580  -0.525
C -6.130 2.996 -4.222  -0.391
C -5.017 2.471 -3.534  0.851
C -4.231 1.501 -4.187  -0.611
N -7.030 4.033 -3.593  0.985
O -6.658 4.578 -2.564  -0.588
O -8.006 4.409 -4.190  -0.641
H -3.966 0.334 -5.945  0.395
H -5.825 1.351 -7.192  0.497
H -7.254 2.950 -6.141  0.492
H -4.639 2.680 -2.544  0.228
H -3.396 1.084 -3.643  0.809
C -3.904 1.529 4.186  -0.486
C -2.811 1.765 3.363  -0.899
C -3.007 1.558 1.987  0.993
C -4.326 1.418 1.464  -1.079
C -5.366 1.233 2.383  -0.503
C -5.209 1.320 3.753  -0.882
N -4.622 1.601 0.004  0.969
O -5.779 1.717 -0.334  -0.666
O -3.607 1.698 -0.717  -0.115
H -3.653 1.605 5.233  0.442
H -1.815 1.939 3.742  0.589
H -2.227 1.807 1.283  0.599
H -6.345 1.042 1.969  0.509
H -6.033 1.130 4.424  0.420
C 5.924 -2.666 3.634  -0.384
C 4.733 -2.302 3.086  -0.764
C 3.569 -2.616 3.756  0.766
C 3.581 -3.408 4.861  -0.799
C 4.814 -3.796 5.419  -0.471
C 6.000 -3.413 4.783  -0.817
N 2.270 -3.843 5.413  1.001
O 2.246 -4.498 6.391  -0.648
O 1.221 -3.495 4.822  -0.217
H 6.813 -2.368 3.096  0.529
H 4.683 -1.875 2.096  0.509
H 2.652 -2.343 3.255  0.354
H 4.783 -4.385 6.324  0.548
H 6.971 -3.759 5.105  0.426
C 1.443 -3.333 0.345  -0.464
C 1.119 -3.301 -1.068  -0.484
C 0.258 -4.296 -1.620  -0.032
C -0.291 -5.321 -0.799  -0.374
C -0.034 -5.305 0.577  -0.522
C 0.906 -4.396 1.102  -0.506
N -1.130 -6.339 -1.405  1.092
O -0.992 -6.634 -2.582  -0.607
O -2.010 -6.768 -0.670  -0.608
H 2.030 -2.475 0.638  0.690
H 1.495 -2.446 -1.610  0.366
H 0.074 -4.346 -2.683  0.717
H -0.465 -6.026 1.256  0.435
H 1.221 -4.475 2.132  0.349
C 3.188 -1.873 9.446  -0.580
C 1.871 -1.506 9.389  -0.821
C 1.302 -0.850 8.312  -0.548
C 2.203 -0.581 7.226  -0.033
C 3.539 -0.997 7.246  -0.046
C 4.041 -1.657 8.374  -1.257
N 1.665 -0.047 5.950  0.964
O 0.546 0.355 5.977  -0.595
O 2.420 -0.062 4.967  0.177
H 3.630 -2.282 10.343  0.454
H 1.289 -1.620 10.291  0.402
H 0.240 -0.660 8.251  0.514
H 4.290 -0.721 6.521  0.971
H 5.072 -1.962 8.473  0.523
C -2.665 4.420 0.324  -1.235
C -2.814 4.652 -1.045  -0.280
C -1.672 5.101 -1.722  -0.942
C -0.402 5.109 -1.119  -0.046
C -0.299 4.794 0.262  -0.250
C -1.434 4.387 0.946  -0.609
N 0.836 5.427 -1.892  1.047
O 1.932 5.266 -1.341  -0.527
O 0.719 5.870 -3.010  -0.607
H -3.452 3.937 0.882  0.879
H -3.780 4.634 -1.528  0.685
H -1.719 5.388 -2.762  0.674
H 0.605 4.675 0.841  0.782
H -1.425 3.901 1.910  0.510
C 0.573 2.020 -6.811  -0.593
C 0.388 2.698 -5.571  0.277
C -0.567 3.641 -5.455  -0.368
C -1.594 3.756 -6.442  0.028
C -1.470 3.050 -7.614  -0.543
C -0.282 2.337 -7.857  -0.939
N -2.669 4.761 -6.196  1.034
O -2.789 5.057 -5.008  -0.529
O -3.475 5.004 -7.079  -0.621
H 1.430 1.395 -7.014  0.525
H 1.178 2.594 -4.843  0.186
H -0.503 4.092 -4.475  0.578
H -2.125 3.333 -8.425  0.515
H -0.114 1.966 -8.857  0.399
C -1.667 -1.964 -4.810  -0.032
C -1.588 -1.954 -6.269  -1.133
C -0.327 -2.114 -6.810  -0.683
C 0.845 -2.284 -6.082  -0.902
C 0.726 -2.304 -4.646  0.036
C -0.565 -2.248 -4.079  0.403
N 2.148 -2.431 -6.685  1.066
O 3.114 -2.590 -5.924  -0.596
O 2.260 -2.289 -7.913  -0.632
H -2.689 -1.948 -4.461  0.699
H -2.500 -1.822 -6.831  0.642
H -0.213 -2.206 -7.880  0.562
H 1.605 -2.407 -4.028  0.635
H -0.489 -2.157 -3.005  -0.213

Results
Highest occupied orbital energy, eV: -8.235
LUMO energy, eV: -1.026
Maximum force, Eh/bohr: 0.078



Record 3
C32H84F6N6O14PPt | the ωB97M-V functional and the def2-TZVPD basis

Each line ends with the Löwdin spin population.
Element x y z (Å)
Pt 1.625 -1.076 -1.734  1.441
P -0.164 -0.421 -0.261  0.017
O 1.247 0.179 -0.096  0.051
O -0.179 -0.060 -1.776  0.127
O -1.221 0.256 0.621  0.014
O 0.152 -1.884 -0.377  0.137
C -1.909 -0.785 -4.645  0.000
C -2.957 0.060 -3.936  0.000
C -4.417 -0.186 -4.325  0.000
O -5.306 0.615 -3.592  0.000
C -5.454 2.009 -4.079  0.000
N -2.877 0.093 -2.400  0.005
H -3.139 0.961 -1.954  0.000
H -3.446 -0.616 -1.959  0.000
H -1.948 -0.040 -2.027  0.004
H -2.077 -1.829 -4.380  0.000
H -0.957 -0.523 -4.184  0.000
H -1.931 -0.570 -5.713  0.000
H -2.754 1.130 -3.986  0.000
H -4.749 -1.191 -4.064  0.000
H -4.609 -0.111 -5.396  0.000
H -5.669 2.169 -5.135  0.000
H -4.533 2.589 -4.043  0.000
H -6.259 2.493 -3.526  0.000
C -0.148 3.765 1.833  0.000
C 0.738 2.627 2.323  0.001
C 1.857 3.137 3.280  0.000
O 2.741 2.033 3.531  0.000
C 3.706 2.261 4.495  0.000
N -0.201 1.604 2.879  0.000
H -0.848 2.085 3.488  0.000
H -0.678 1.159 2.108  0.000
H 0.291 0.907 3.419  0.000
H 0.346 4.393 1.092  0.000
H -0.497 4.404 2.644  0.000
H -1.059 3.485 1.304  0.000
H 1.160 2.131 1.449  0.000
H 1.373 3.526 4.176  0.000
H 2.291 4.040 2.851  0.000
H 3.949 1.349 5.039  0.000
H 3.396 2.819 5.378  0.000
H 4.563 2.801 4.092  0.000
C -3.718 -0.692 2.538  0.000
C -4.366 0.263 1.442  0.000
C -5.782 0.721 1.755  0.000
O -6.333 1.792 0.930  0.000
C -6.313 1.715 -0.461  0.000
N -3.485 1.522 1.287  0.000
H -2.680 1.032 0.923  0.000
H -3.828 2.141 0.566  0.000
H -3.322 2.046 2.135  0.000
H -2.723 -1.043 2.261  0.000
H -4.408 -1.535 2.568  0.000
H -3.734 -0.241 3.530  0.000
H -4.343 -0.154 0.435  0.000
H -5.918 1.081 2.774  0.000
H -6.334 -0.219 1.764  0.000
H -6.587 0.746 -0.878  0.000
H -5.282 1.923 -0.746  0.000
H -6.870 2.572 -0.842  0.000
C 1.695 -3.167 2.368  0.000
C 1.323 -1.678 2.824  0.000
C 1.029 -1.578 4.349  0.000
O 0.975 -0.183 4.622  0.000
C 0.699 -0.021 5.992  0.000
N 2.370 -0.688 2.316  0.000
H 3.193 -1.184 2.006  0.000
H 2.091 -0.315 1.419  0.000
H 2.450 0.111 2.928  0.000
H 2.294 -3.733 3.082  0.000
H 2.047 -3.293 1.344  0.000
H 0.684 -3.575 2.376  0.000
H 0.516 -1.263 2.221  0.000
H 1.903 -1.969 4.871  0.000
H 0.109 -2.142 4.506  0.000
H 1.548 -0.459 6.516  0.000
H -0.219 -0.536 6.273  0.000
H 0.650 1.029 6.281  0.000
C -0.697 -5.817 0.589  0.000
C -1.873 -4.854 0.566  0.000
C -2.001 -3.875 1.722  0.001
O -1.765 -4.444 3.013  0.000
C -2.184 -3.649 4.142  0.000
N -1.805 -4.111 -0.780  0.001
H -2.595 -3.487 -0.863  0.000
H -0.985 -3.521 -0.747  0.001
H -1.739 -4.709 -1.591  0.000
H -0.634 -6.396 -0.332  0.000
H -0.701 -6.502 1.437  0.000
H 0.281 -5.391 0.814  0.000
H -2.824 -5.376 0.454  0.000
H -3.040 -3.561 1.621  0.000
H -1.409 -2.974 1.565  0.002
H -1.891 -4.068 5.104  0.000
H -3.268 -3.734 4.063  0.000
H -1.838 -2.617 4.083  0.000
C 0.191 3.246 -4.009  0.000
C 0.908 3.426 -2.655  0.000
C 1.147 4.891 -2.358  0.000
O 1.567 5.060 -1.053  0.000
C 1.587 6.418 -0.649  0.000
N 0.171 2.801 -1.595  0.000
H 0.156 1.792 -1.642  0.000
H 0.568 2.867 -0.669  0.000
H -0.779 3.135 -1.514  0.000
H -0.634 3.951 -4.110  0.000
H -0.194 2.247 -4.216  0.000
H 0.849 3.475 -4.847  0.000
H 1.845 2.875 -2.570  0.000
H 0.214 5.414 -2.570  0.000
H 1.892 5.216 -3.084  0.000
H 2.345 7.018 -1.153  0.000
H 1.871 6.582 0.390  0.000
H 0.547 6.731 -0.741  0.000
C 6.560 2.785 -2.424  0.072
O 5.745 3.025 -1.223  0.000
O 7.184 4.022 -2.654  0.865
C 7.361 1.472 -2.205  0.019
F 7.363 0.843 -3.395  0.002
F 8.598 1.706 -1.839  0.003
F 6.915 0.577 -1.288  0.004
C 4.455 2.480 -1.037  0.000
C 3.917 2.785 0.377  0.000
H 2.952 2.300 0.527  0.000
H 4.597 2.549 1.196  0.000
H 3.703 3.846 0.504  0.000
H 4.409 1.404 -1.203  0.002
H 3.790 2.924 -1.778  0.000
H 5.871 2.517 -3.224  0.035
C 1.634 -4.256 -3.378  0.006
O 2.604 -4.918 -2.536  0.009
O 1.909 -2.867 -3.148  0.171
C 1.889 -4.737 -4.821  0.002
F 1.449 -3.895 -5.793  0.000
F 3.129 -5.077 -5.097  0.000
F 1.213 -5.871 -4.877  0.000
C 2.193 -5.117 -1.169  0.001
C 3.410 -5.516 -0.417  0.000
H 4.279 -5.062 -0.891  0.000
H 3.349 -5.301 0.650  0.000
H 3.593 -6.590 -0.461  0.000
H 1.530 -5.982 -1.149  0.001
H 1.687 -4.301 -0.651  0.000
H 0.648 -4.623 -3.095  0.001

Results
Multiplicity: 4
Highest occupied orbital energy (spin up / spin down), eV: -16.899 / -16.711
⟨S²⟩: 3.760
Total charge: +4
LUMO energy (spin up / spin down), eV: -10.329 / -10.367
Maximum force, Eh/bohr: 0.133



Record 4
C6H10Cl4CrNO3 | the ωB97M-V functional and the def2-TZVPD basis

Each line ends with the Löwdin spin population.
Element x y z (Å)
Cr -0.248 2.310 -0.078  3.988
Cl 0.000 0.328 -1.233  -0.020
C 1.244 -0.250 -5.011  0.000
C 0.343 0.490 -5.879  0.000
N -0.370 1.051 -6.568  0.000
H 1.404 -1.255 -5.399  0.000
H 0.772 -0.302 -4.029  0.000
H 2.240 0.161 -4.861  0.000
C -0.815 2.537 4.393  0.000
O 0.111 1.458 4.197  0.001
C 0.391 1.084 2.995  0.005
O -0.045 1.620 1.973  0.021
O 1.147 0.033 3.037  0.003
C 1.465 -0.646 1.841  0.001
H -1.639 2.488 3.688  0.000
H -0.309 3.505 4.390  0.000
H -1.194 2.471 5.410  0.000
H 2.356 -1.262 1.952  0.000
H 1.701 0.021 1.014  0.000
H 0.695 -1.348 1.521  0.000
C -1.822 -2.793 -0.606  0.000
Cl -2.733 -3.712 0.584  0.000
Cl -2.818 -2.362 -1.993  0.000
Cl -0.431 -3.758 -1.148  0.000
H -1.445 -1.870 -0.189  0.000

Results
Multiplicity: 5
Highest occupied orbital energy (spin up / spin down), eV: -13.270 / -13.271
⟨S²⟩: 6.034
Total charge: +1
LUMO energy (spin up / spin down), eV: -6.869 / -5.980
Energy relative to the best compared isomer or geometry (same formula, charge and spin), kJ/mol: 0.0
Maximum force, Eh/bohr: 0.049



Q: Among the records above, which one has the highest maximum force?
A: C32H84F6N6O14PPt



Q: What is the formula in the first record?
A: C17H18N4O4ReS2